{"formula": "C46H58ClCsN5O3P3Se", "method": "ωB97M-V with the def2-TZVPD basis set", "homo_lumo_gap_ev": 3.4, "total_charge": -2, "relative_energy_kcal_mol": 270.39, "energy_ha": -6192.657887, "homo_energy_ev": 0.11, "species": ["Cs", "C", "C", "P", "C", "C", "C", "C", "C", "C", "C", "C", "C", "C", "C", "C", "P", "C", "C", "C", "C", "C", "C", "C", "C", "C", "C", "C", "C", "H", "H", "H", "H", "H", "H", "H", "H", "H", "H", "H", "H", "H", "H", "H", "H", "H", "H", "H", "H", "H", "H", "H", "H", "N", "C", "C", "C", "O", "O", "H", "H", "H", "H", "H", "H", "Se", "Cl", "C", "C", "C", "C", "N", "C", "H", "H", "H", "H", "O", "P", "N", "C", "C", "C", "C", "N", "C", "C", "C", "C", "N", "C", "C", "C", "C", "H", "H", "H", "H", "H", "H", "H", "H", "H", "H", "H", "H", "H", "H", "H", "H", "H", "H", "H", "H", "H", "H", "H", "H"], "xyz": [[-7.331, -21.890, 1.804], [-3.557, -21.844, 0.783], [-2.643, -22.347, 1.728], [-3.168, -24.075, 2.281], [-2.826, -25.088, 0.756], [-1.721, -24.729, -0.062], [-1.696, -25.185, -1.493], [-2.820, -25.948, -1.945], [-3.864, -26.321, -1.042], [-3.800, -25.880, 0.236], [-1.735, -24.796, 3.399], [-1.122, -23.943, 4.322], [-0.184, -24.495, 5.156], [0.148, -25.852, 5.181], [-0.595, -26.692, 4.263], [-1.491, -26.150, 3.411], [-3.203, -20.429, -0.204], [-1.405, -20.707, -0.772], [-1.035, -21.741, -1.579], [0.279, -21.829, -2.008], [1.271, -20.885, -1.537], [0.891, -19.914, -0.669], [-0.412, -19.904, -0.164], [-3.092, -18.982, 0.710], [-3.669, -18.996, 1.983], [-3.818, -17.729, 2.659], [-3.640, -16.533, 1.973], [-3.030, -16.527, 0.733], [-2.676, -17.755, 0.174], [-3.930, -22.474, 0.076], [-3.823, -20.177, -1.636], [-2.748, -21.399, 2.651], [-1.480, -23.036, 1.978], [-0.865, -24.161, 0.101], [-0.835, -24.960, -1.988], [-2.740, -25.995, -3.017], [-4.830, -26.633, -1.520], [-4.834, -26.125, 0.848], [-1.283, -22.915, 4.254], [0.283, -23.608, 5.845], [1.103, -26.078, 5.843], [-0.326, -27.731, 4.304], [-2.039, -26.646, 2.613], [-1.821, -22.405, -2.085], [0.738, -22.709, -2.586], [2.278, -21.093, -2.247], [1.642, -19.060, -0.396], [-0.585, -19.016, 0.553], [-4.082, -19.869, 2.405], [-4.303, -17.926, 3.638], [-3.808, -15.587, 2.454], [-2.667, -15.667, 0.378], [-2.107, -17.920, -0.936], [-5.625, -23.678, -3.493], [-7.009, -23.727, -2.960], [-7.099, -23.398, -1.470], [-7.110, -24.693, -0.621], [-7.129, -25.789, -1.172], [-6.866, -24.445, 0.560], [-5.223, -24.535, -3.161], [-5.016, -23.000, -2.921], [-7.188, -24.744, -3.148], [-7.389, -22.973, -3.607], [-7.818, -22.804, -1.175], [-6.288, -22.866, -1.064], [-5.673, -20.474, 4.588], [-7.775, -15.210, -0.737], [-7.702, -16.313, 0.639], [-7.454, -15.876, 1.941], [-7.284, -16.866, 2.911], [-7.395, -18.223, 2.619], [-7.685, -18.583, 1.373], [-7.794, -17.679, 0.434], [-7.200, -14.791, 2.054], [-6.950, -16.472, 3.893], [-7.192, -18.986, 3.329], [-8.092, -18.047, -0.572], [-9.129, -23.097, 3.891], [-8.905, -23.800, 5.158], [-8.096, -25.189, 5.036], [-8.285, -26.417, 5.742], [-7.174, -27.347, 5.107], [-6.470, -26.485, 4.010], [-6.753, -25.088, 4.450], [-10.340, -24.372, 5.839], [-10.603, -24.480, 7.250], [-12.106, -24.240, 7.400], [-12.676, -24.388, 5.952], [-11.463, -24.786, 5.106], [-8.456, -22.829, 6.397], [-8.683, -21.403, 6.276], [-8.072, -20.810, 7.567], [-7.351, -22.017, 8.240], [-7.199, -22.997, 7.099], [-9.302, -26.758, 5.640], [-8.089, -26.338, 6.819], [-7.660, -28.256, 4.699], [-6.612, -27.618, 5.976], [-6.860, -26.720, 2.993], [-5.415, -26.718, 4.047], [-6.811, -24.418, 3.585], [-5.944, -24.775, 5.133], [-10.011, -23.693, 7.698], [-10.310, -25.442, 7.664], [-12.258, -23.284, 7.828], [-12.476, -24.985, 8.093], [-13.063, -23.517, 5.486], [-13.494, -25.136, 5.845], [-11.420, -24.471, 4.098], [-11.495, -25.898, 5.096], [-9.733, -21.138, 6.203], [-8.188, -21.034, 5.385], [-8.820, -20.447, 8.180], [-7.425, -20.036, 7.173], [-7.998, -22.445, 9.046], [-6.394, -21.800, 8.707], [-7.019, -24.041, 7.481], [-6.442, -22.688, 6.390]]}